(1)
{
  "formula": "C5H7FO",
  "method": "ωB97M-V/def2-TZVPD",
  "species": ["C", "C", "C", "C", "C", "H", "H", "H", "H", "H", "H", "H", "O", "F"],
  "positions_angstrom": [[-2.368614, 0.591182, 0.114811], [-0.641555, -0.915783, -0.139762], [0.300271, -0.037317, -0.145361], [1.680380, -0.530326, -0.018117], [2.664642, 0.312801, -0.089749], [-2.362059, 1.149559, -0.978127], [-3.448093, 0.477276, 0.448513], [-1.750125, 1.079475, 0.955277], [-0.316277, -1.940465, -0.204545], [0.098888, 0.999341, -0.128149], [1.780601, -1.668850, 0.378698], [2.460678, 1.445185, -0.328224], [-2.048675, -0.766585, 0.018941], [3.949943, -0.195498, 0.115796]],
  "atomic_forces_ev_per_a": [[-2.014, 1.098, -0.440], [-3.502, -2.354, 0.363], [1.694, 0.756, 0.160], [-1.577, -2.703, 1.226], [1.708, 1.293, -0.290], [0.336, -1.172, 2.872], [1.160, 1.015, -0.389], [-0.937, -0.316, -1.540], [-0.647, -0.462, 0.144], [0.059, 1.019, -0.022], [0.157, 2.919, -1.358], [1.300, -2.372, 0.514], [3.505, -0.203, -0.927], [-1.241, 1.482, -0.313]],
  "mulliken_charge": [-0.71, -0.09, 0.00, -0.35, -0.08, 0.25, 0.22, 0.31, 0.32, 0.31, 0.15, 0.25, -0.33, -0.26],
  "spin_multiplicity": 1,
  "e_above_lowest_kcal_mol": 54.8,
  "mol_weight_g_mol": 102.11
}

=====

(2)
{
  "formula": "C21H18ClFN2O6S",
  "method": "ωB97M-V/def2-TZVPD",
  "species": ["C", "N", "C", "C", "C", "C", "C", "C", "H", "H", "F", "H", "H", "S", "O", "O", "C", "C", "C", "C", "C", "C", "H", "H", "Cl", "C", "O", "O", "C", "H", "H", "C", "O", "N", "H", "C", "C", "C", "C", "C", "O", "H", "H", "H", "H", "H", "H", "H", "H", "H"],
  "positions_angstrom": [[-3.670178, -1.890825, -2.189191], [-3.251901, -2.145884, -0.829789], [-1.877849, -2.184135, -0.537203], [-1.465041, -2.878483, 0.599575], [-0.132048, -2.897206, 0.960791], [0.786010, -2.235497, 0.165803], [0.411556, -1.570296, -0.983943], [-0.927164, -1.542835, -1.329469], [-1.222604, -1.007254, -2.216869], [1.147833, -1.052805, -1.576679], [2.092520, -2.241452, 0.530364], [0.197077, -3.420688, 1.844491], [-2.203851, -3.374012, 1.205940], [-4.190336, -1.325330, 0.312366], [-3.910731, -1.847544, 1.611358], [-5.540760, -1.336948, -0.158416], [-3.499667, 0.322061, 0.165489], [-2.269413, 0.552715, 0.741301], [-1.586009, 1.740212, 0.488122], [-2.187082, 2.695039, -0.341620], [-3.439818, 2.455408, -0.902611], [-4.091050, 1.260193, -0.662803], [-5.055500, 1.043409, -1.095026], [-3.882696, 3.208131, -1.535181], [-1.398673, 4.164377, -0.714690], [-0.222339, 1.932755, 1.056577], [0.350818, 2.982438, 1.175796], [0.295918, 0.757609, 1.453306], [1.670403, 0.790334, 1.775922], [1.882202, 1.605484, 2.477431], [1.904072, -0.175882, 2.224818], [2.482396, 0.995446, 0.485237], [1.951361, 1.079332, -0.597410], [3.808579, 1.086403, 0.692577], [4.183708, 0.945622, 1.616953], [4.753809, 1.187591, -0.401504], [5.661459, 0.001963, -0.452452], [5.407522, -1.336873, -0.389222], [6.667733, -1.979768, -0.464523], [7.589273, -0.985924, -0.566602], [6.991441, 0.218210, -0.553660], [8.657309, -1.001254, -0.652754], [6.853715, -3.033650, -0.446265], [4.448703, -1.802785, -0.297611], [4.153129, 1.265751, -1.313504], [5.359904, 2.093019, -0.295506], [-1.842246, -0.189317, 1.394883], [-3.170048, -2.593625, -2.853541], [-3.462734, -0.865621, -2.515726], [-4.744143, -2.057682, -2.222474]],
  "atomic_forces_ev_per_a": [[-0.336, 0.045, -0.370], [-0.968, 0.168, 0.715], [0.858, -0.270, 0.236], [0.088, 0.029, -0.147], [0.212, 0.107, -0.034], [-0.258, -0.006, -0.142], [0.233, -0.140, 0.146], [-0.244, -0.119, 0.090], [-0.059, 0.081, -0.102], [0.076, 0.045, -0.022], [-0.014, 0.023, -0.010], [0.054, -0.057, 0.086], [-0.005, -0.108, 0.029], [0.096, 0.266, -0.170], [0.327, 0.107, 0.021], [0.062, 0.199, -0.288], [-0.349, -0.618, 0.097], [0.135, 0.202, 0.120], [-0.178, -0.003, -0.122], [-0.077, -0.407, 0.206], [0.134, 0.002, 0.062], [-0.058, 0.001, 0.013], [-0.105, 0.053, -0.097], [-0.025, 0.064, -0.050], [-0.064, 0.395, -0.277], [0.025, 0.402, 0.089], [0.007, -0.262, 0.098], [0.013, -0.296, 0.095], [0.054, 0.229, -0.115], [0.020, -0.163, -0.086], [-0.002, 0.076, -0.043], [-0.169, 0.012, 0.609], [-0.153, -0.033, -0.368], [0.370, 0.002, 0.044], [-0.108, -0.013, -0.002], [0.175, 0.098, -0.138], [-0.601, -0.528, 0.107], [0.019, 0.668, -0.018], [0.482, 0.302, -0.053], [0.010, -0.863, 0.012], [-0.010, 0.487, -0.045], [0.145, 0.105, -0.008], [0.125, -0.211, -0.004], [-0.290, -0.048, 0.023], [0.155, 0.069, 0.142], [-0.084, -0.071, -0.094], [0.135, -0.038, 0.038], [0.030, 0.018, 0.034], [0.042, -0.004, -0.073], [0.079, 0.004, -0.232]],
  "mulliken_charge": [-1.09, 0.09, -0.38, -0.16, -0.90, 0.29, -0.36, 0.06, 0.36, 0.43, -0.33, 0.46, 0.50, 1.26, -0.67, -0.71, -0.18, -0.14, -0.34, 0.40, -0.61, -0.43, 0.53, 0.47, -0.19, 0.32, -0.64, -0.12, -1.14, 0.49, 0.47, 0.88, -0.66, -0.22, 0.27, -0.62, -0.04, 0.18, -0.81, -0.35, -0.36, 0.46, 0.44, 0.56, 0.29, 0.29, 0.79, 0.40, 0.41, 0.35],
  "spin_multiplicity": 1,
  "e_above_lowest_kcal_mol": 1.4,
  "mol_weight_g_mol": 480.90
}

=====

(3)
{
  "formula": "C6H15IOSi",
  "method": "ωB97M-V/def2-TZVPD",
  "species": ["C", "C", "C", "C", "C", "C", "O", "Si", "I", "H", "H", "H", "H", "H", "H", "H", "H", "H", "H", "H", "H", "H", "H", "H"],
  "positions_angstrom": [[-0.114154, -0.097567, 3.116155], [-1.191205, 1.032679, -2.251275], [1.247386, 1.662358, -0.421106], [1.426647, -0.815530, -1.875224], [-0.090960, -1.137177, 1.964352], [-1.067401, -0.399258, 0.336822], [-1.975160, -1.272262, -0.076625], [0.111012, 0.336582, -0.995446], [1.734873, -2.349303, 1.550885], [0.869217, -0.126307, 3.622772], [-0.467594, 0.807868, 2.580588], [-0.848164, -0.353763, 3.852041], [-1.002746, 0.969085, -3.316476], [-2.120043, 0.525116, -1.904475], [-1.572046, 2.011377, -2.142184], [0.516058, 2.497167, -0.170279], [1.609948, 1.349919, 0.551407], [1.984742, 2.254999, -0.943235], [1.087159, -1.680669, -2.365160], [1.957632, -0.131671, -2.546597], [2.088430, -1.317834, -1.245731], [-0.835470, -1.997876, 2.158612], [-1.598688, 0.420254, 0.840477], [-1.749476, -2.188186, -0.320301]],
  "atomic_forces_ev_per_a": [[0.916, -0.714, -1.669], [-0.364, -1.361, 1.078], [-1.981, 2.021, 1.742], [-1.715, 1.403, 0.075], [-3.069, -1.064, -1.837], [4.102, 0.322, 2.920], [-2.387, -2.021, -0.629], [0.848, -0.476, -2.321], [-0.895, 0.971, 0.348], [-0.496, 0.906, -0.378], [0.923, 0.105, 1.045], [-0.537, -0.304, 0.343], [0.015, -0.675, -0.122], [0.436, -0.474, -0.982], [0.392, 1.720, 0.615], [0.556, -0.680, 0.109], [0.555, 0.029, 0.269], [0.401, -0.741, -0.647], [-1.066, -0.831, -1.459], [-0.059, -0.300, -0.013], [1.449, 0.060, 1.645], [1.200, 1.386, -0.275], [0.082, -0.183, 0.030], [0.693, 0.900, 0.115]],
  "mulliken_charge": [-0.84, -1.27, -1.07, -1.16, -0.50, -0.06, -0.56, 0.40, -0.04, 0.27, 0.27, 0.32, 0.38, 0.31, 0.43, 0.28, 0.31, 0.43, 0.41, 0.26, 0.36, 0.43, 0.30, 0.36],
  "spin_multiplicity": 1,
  "e_above_lowest_kcal_mol": 116.4,
  "mol_weight_g_mol": 258.17
}

=====

(4)
{
  "formula": "C6H15NO",
  "method": "ωB97M-V/def2-TZVPD",
  "species": ["C", "N", "C", "C", "C", "C", "C", "O", "H", "H", "H", "H", "H", "H", "H", "H", "H", "H", "H", "H", "H", "H", "H"],
  "positions_angstrom": [[1.565547, 1.992377, 0.560010], [1.118899, 0.609148, 0.674041], [-0.316564, 0.423562, 0.502363], [-0.573024, -0.880861, -0.270467], [0.090523, -0.863770, -1.647880], [-0.067516, -2.202781, -2.395316], [-1.131922, 0.393119, 1.772768], [-1.109054, 1.687510, 2.400958], [1.558758, 2.279605, -0.493737], [2.634434, 2.051453, 0.821934], [1.041599, 2.742106, 1.139856], [1.412115, 0.241956, 1.578847], [-0.703104, 1.176908, -0.188442], [-1.660145, -0.986583, -0.415445], [-0.152338, -1.689195, 0.330356], [1.155575, -0.682610, -1.504024], [-0.317243, -0.090236, -2.280451], [0.423336, -3.051590, -1.924252], [-1.115859, -2.423946, -2.615580], [0.404822, -2.075171, -3.372236], [-2.158947, 0.113430, 1.497243], [-0.777255, -0.347872, 2.486195], [-1.322629, 1.583430, 3.343251]],
  "atomic_forces_ev_per_a": [[1.149, -0.109, -0.538], [0.001, 0.398, 0.653], [-0.021, -0.823, -0.671], [0.052, 0.481, -0.301], [0.219, -1.372, 0.470], [0.049, 0.739, -0.622], [-0.493, 0.839, 0.151], [-0.059, -0.309, 0.347], [-0.294, 0.083, -0.029], [-0.323, -0.124, 0.124], [-0.391, 0.033, 0.244], [-0.179, 0.049, -0.238], [0.089, 0.528, 0.392], [0.261, -0.318, 0.260], [-0.255, -0.350, -0.098], [-0.006, 0.216, -0.071], [-0.173, 0.477, -0.078], [-0.137, 0.019, 0.277], [0.042, -0.147, 0.284], [0.053, -0.170, -0.061], [0.043, 0.120, 0.163], [0.302, -0.312, -0.083], [0.071, 0.053, -0.572]],
  "mulliken_charge": [-0.93, -0.25, 0.15, -1.00, -0.37, -1.30, -0.73, -0.51, 0.30, 0.36, 0.29, 0.29, 0.34, 0.38, 0.35, 0.29, 0.27, 0.34, 0.32, 0.38, 0.32, 0.41, 0.31],
  "spin_multiplicity": 1,
  "e_above_lowest_kcal_mol": 32.1,
  "mol_weight_g_mol": 117.19
}

=====

Highest occupied orbital energy, respectively: -8.726, -8.765, -8.633, -8.661 eV.